[1]
The following is a DFT calculation (wB97M-V/def2-TZVPD) of a cluster of 12 separate species, C20H59N28O14P2S2 in total at a distorted geometry.

* total charge: +1
* E_HOMO: -10.09 eV
* HOMO-LUMO gap: 7.7 eV
* spin multiplicity: 1
* lowest unoccupied orbital energy: -2.380 eV

Each line ends with the Mulliken charge.
CARTESIAN COORDINATES (ANGSTROEM)
1 N -4.5509 -1.1920 -2.8841  -0.38
2 C -3.2666 -1.4296 -3.3032  0.38
3 N -2.8959 -2.5262 -3.9546  -0.58
4 C -1.5932 -2.3773 -4.1335  -0.10
5 N -1.1456 -1.2435 -3.6272  -0.17
6 P 0.5529 -0.6673 -3.6341  -0.18
7 P 1.8063 -2.4186 -4.0761  1.18
8 O 2.1445 -2.3285 -5.4837  -0.67
9 O 3.1233 -2.3302 -3.1805  -0.35
10 O 1.0877 -3.7967 -3.7334  -0.45
11 N -2.2262 -0.6170 -3.0821  0.45
12 C -2.2937 0.6503 -2.3362  -0.07
13 C -1.5454 1.8434 -2.9558  -0.16
14 C -2.0152 3.2355 -2.4202  -0.91
15 S -1.0086 3.7434 -0.9880  -0.13
16 C -1.4532 2.4509 0.1377  0.25
17 S -2.9378 2.4341 0.7882  -0.16
18 N -0.5179 1.4690 0.3977  0.22
19 C 0.6537 1.2653 -0.2827  -0.58
20 C 1.2438 0.1804 0.2414  -1.33
21 N 0.4248 -0.2763 1.2458  -0.59
22 C -0.5990 0.4697 1.3607  -0.24
23 H -5.0952 -0.5112 -3.3783  0.22
24 H -4.8940 -1.6629 -2.0689  0.22
25 H -1.0410 -3.1409 -4.6539  0.58
26 H 0.8042 -0.3999 -2.2682  0.00
27 H 2.9808 -1.9154 -2.3070  0.12
28 H 1.3985 -4.1601 -2.8846  0.15
29 H -1.9965 0.4760 -1.3079  -0.22
30 H -3.3479 0.9053 -2.2979  0.34
31 H -0.5064 1.7462 -2.6550  -0.02
32 H -1.5416 1.7692 -4.0445  0.56
33 H -3.0689 3.1957 -2.1607  0.38
34 H -1.8348 3.9674 -3.1970  0.45
35 H 0.9968 1.8624 -1.1046  0.91
36 H 2.1647 -0.2690 -0.0677  1.05
37 H -1.3909 0.3273 2.0681  0.48
38 C -3.9269 6.5943 -1.3481  0.58
39 O -3.4892 5.7923 -2.1749  -0.68
40 N -5.1119 6.3795 -0.7097  -0.26
41 N -3.2776 7.7344 -1.0091  -0.23
42 H -5.4988 7.0067 -0.0228  0.21
43 H -5.6141 5.5469 -0.9485  0.15
44 H -2.4032 7.9283 -1.4550  0.17
45 H -3.6287 8.3868 -0.3359  0.18
46 C 5.1234 -1.6488 -0.1598  0.56
47 O 4.1009 -0.9561 -0.1840  -0.52
48 N 5.1773 -2.8962 -0.6803  -0.09
49 N 6.2835 -1.2113 0.3907  -0.27
50 H 5.9976 -3.4769 -0.6712  0.17
51 H 4.3395 -3.2572 -1.0967  0.01
52 H 6.2886 -0.2936 0.7949  0.23
53 H 7.1261 -1.7577 0.4199  0.14
54 C -1.0280 10.1251 0.7464  0.68
55 O -1.6874 9.6355 -0.1557  -0.65
56 N 0.2616 9.7513 0.9970  -0.40
57 N -1.5267 11.0875 1.5787  -0.40
58 H 0.8160 10.1442 1.7328  0.16
59 H 0.6601 9.0470 0.4051  0.21
60 H -2.4703 11.3876 1.4217  0.21
61 H -0.9983 11.4999 2.3230  0.17
62 C 1.4455 -5.7273 -1.2634  0.83
63 O 2.0856 -4.7164 -0.9954  -0.64
64 N 2.0402 -6.9514 -1.4033  -0.42
65 N 0.0951 -5.7070 -1.4386  -0.25
66 H 1.5363 -7.7890 -1.6225  0.14
67 H 3.0346 -6.9950 -1.2779  0.18
68 H -0.3719 -4.8224 -1.3277  0.10
69 H -0.4440 -6.5232 -1.6546  0.13
70 C 5.6968 -6.6814 -0.0643  0.71
71 O 6.0850 -5.6839 -0.6460  -0.65
72 N 6.3402 -7.8829 -0.1434  -0.45
73 N 4.5730 -6.6574 0.7116  -0.37
74 H 6.0269 -8.7081 0.3305  0.15
75 H 7.1671 -7.9262 -0.7093  0.23
76 H 4.0830 -5.7831 0.7850  0.18
77 H 4.2220 -7.4583 1.2009  0.18
78 C 5.1510 2.4706 -2.1757  0.58
79 O 3.9617 2.7417 -2.0884  -0.61
80 N 5.7250 1.4643 -1.4553  -0.25
81 N 5.9974 3.1538 -3.0049  -0.41
82 H 6.6959 1.2232 -1.5137  0.16
83 H 5.1205 0.9452 -0.8394  0.08
84 H 5.6065 3.8984 -3.5501  0.23
85 H 6.9730 2.9435 -3.0895  0.15
86 C 9.3806 -1.4950 2.8115  0.63
87 O 8.7607 -1.2610 1.7844  -0.64
88 N 10.3273 -0.6444 3.3010  -0.41
89 N 9.1746 -2.6247 3.5490  -0.37
90 H 10.8446 -0.8204 4.1407  0.16
91 H 10.5046 0.1955 2.7830  0.22
92 H 8.4850 -3.2725 3.2177  0.20
93 H 9.6748 -2.8304 4.3922  0.17
94 C -5.4616 7.5075 3.1213  0.66
95 O -5.8271 7.6709 1.9666  -0.71
96 N -5.1520 6.2794 3.6213  -0.28
97 N -5.3388 8.5481 4.0009  -0.40
98 H -4.8524 6.1308 4.5651  0.15
99 H -5.2380 5.4886 3.0039  0.21
100 H -5.5628 9.4649 3.6639  0.23
101 H -5.0428 8.4330 4.9507  0.15
102 C -1.5675 -4.0941 1.1589  0.71
103 O -2.0665 -3.8389 0.0637  -0.71
104 N -0.6965 -3.2371 1.7701  -0.28
105 N -1.8446 -5.2394 1.8385  -0.26
106 H -0.2749 -3.4155 2.6607  0.15
107 H -0.4772 -2.3830 1.2886  0.21
108 H -2.4833 -5.9053 1.4233  0.21
109 H -1.4404 -5.4523 2.7291  0.11
110 C -7.0436 2.7197 2.1663  0.65
111 O -6.2668 3.5462 2.6109  -0.62
112 N -6.6651 1.4333 1.8798  -0.39
113 N -8.3556 3.0067 1.9170  -0.40
114 H -7.2909 0.7414 1.5155  0.16
115 H -5.7076 1.1888 2.0526  0.19
116 H -8.6677 3.9391 2.1150  0.22
117 H -9.0070 2.3387 1.5527  0.15
118 C -4.0799 -8.1027 2.4605  0.67
119 O -3.1500 -7.6917 1.7793  -0.73
120 N -4.1567 -7.8836 3.8052  -0.36
121 N -5.1135 -8.8141 1.9283  -0.40
122 H -4.9117 -8.2149 4.3747  0.17
123 H -3.4138 -7.3644 4.2323  0.20
124 H -5.0890 -8.9943 0.9423  0.22
125 H -5.8822 -9.1591 2.4706  0.16

Cartesian forces, eV/Å:
N 0.52 0.49 -0.12
C -0.73 -0.71 0.00
N 0.11 0.11 -0.05
C -1.05 -1.05 -0.31
N 0.93 0.11 0.83
P 0.45 1.64 -0.68
P 1.09 -1.21 -0.37
O -0.43 0.27 -0.63
O -1.04 0.58 0.61
O 0.02 0.47 0.40
N -0.21 0.25 -0.05
C 0.06 0.78 -0.07
C 0.51 -0.22 0.41
C 0.20 -1.49 -0.17
S 0.24 0.28 -0.35
C -0.82 0.17 0.06
S -0.26 -0.10 0.16
N -0.68 0.79 0.31
C 0.97 0.25 -0.93
C -0.68 0.29 -0.03
N 1.08 -2.29 1.18
C 0.08 0.53 -0.71
H -0.25 0.01 0.21
H -0.18 -0.07 -0.07
H 0.61 0.31 0.07
H -0.42 -0.59 0.21
H 0.42 -0.14 0.08
H 0.01 -0.05 0.28
H 0.19 -0.23 0.04
H -0.16 -0.29 -0.07
H 0.26 0.04 -0.27
H -0.36 0.20 -0.05
H -0.07 0.46 0.05
H -0.13 0.37 0.17
H -0.09 0.42 0.10
H 0.28 -0.26 0.27
H -0.28 0.31 -0.02
C -0.25 -0.01 0.11
O 0.15 -0.07 -0.08
N -0.05 0.08 -0.09
N -0.26 -0.52 -0.29
H 0.09 -0.09 0.20
H 0.03 -0.02 0.00
H 0.05 0.12 0.10
H 0.08 0.03 0.05
C 0.65 -0.40 0.01
O -0.20 0.10 -0.32
N -0.27 0.24 -0.03
N -0.35 0.19 -0.20
H -0.12 -0.14 0.03
H 0.00 -0.29 0.02
H 0.13 -0.07 0.17
H 0.07 0.12 0.21
C 0.08 0.06 0.05
O 0.18 0.26 0.13
N -0.02 -0.03 -0.04
N -0.05 -0.04 -0.01
H 0.00 0.01 0.00
H 0.00 0.00 0.00
H 0.00 0.01 -0.02
H 0.01 0.01 0.00
C -0.53 -1.17 0.10
O 0.22 0.55 -0.36
N -0.03 0.38 0.07
N 0.43 0.26 -0.11
H -0.06 0.02 -0.02
H 0.08 0.00 0.02
H -0.30 -0.04 0.27
H -0.05 -0.02 0.03
C -0.02 0.01 0.16
O 0.25 0.05 -0.18
N -0.03 0.06 -0.05
N -0.13 -0.11 -0.01
H 0.01 0.00 0.02
H 0.01 0.00 -0.01
H -0.03 0.05 -0.04
H 0.02 -0.01 0.06
C 0.02 -0.07 0.04
O 0.01 -0.03 -0.05
N -0.13 0.12 0.10
N -0.06 0.06 -0.01
H 0.00 -0.02 -0.04
H -0.07 -0.17 -0.08
H 0.00 0.00 0.00
H 0.00 -0.01 0.00
C 0.09 -0.02 0.11
O 0.02 -0.02 -0.04
N -0.05 0.03 -0.06
N -0.05 0.00 -0.06
H 0.00 0.00 0.00
H 0.01 0.00 0.00
H 0.00 0.00 0.00
H 0.01 0.00 0.00
C 0.15 -0.36 0.25
O -0.05 0.23 -0.18
N 0.03 0.16 -0.22
N -0.01 0.11 -0.08
H -0.02 0.01 0.01
H -0.15 -0.12 0.07
H -0.02 0.00 0.00
H -0.01 -0.02 0.00
C 0.28 0.00 0.61
O 0.08 0.03 -0.30
N -0.35 -0.12 -0.36
N -0.21 0.29 -0.52
H 0.03 -0.01 0.00
H 0.25 0.15 0.15
H 0.21 -0.04 0.25
H 0.05 -0.02 -0.01
C -0.16 -0.12 -0.09
O 0.15 0.00 0.02
N 0.09 0.13 0.02
N 0.08 0.04 0.02
H -0.03 0.01 0.03
H 0.01 0.00 0.01
H 0.00 0.02 0.00
H -0.01 0.00 0.01
C -0.24 -0.13 0.07
O -0.07 -0.13 0.02
N 0.08 0.04 -0.09
N 0.09 0.05 -0.04
H 0.00 0.00 0.01
H -0.01 -0.01 0.03
H -0.01 -0.01 -0.01
H 0.00 -0.01 0.00

[2]
The following is a DFT calculation (wB97M-V/def2-TZVPD) of a cluster of 10 separate species, C20H59O10 in total at a distorted geometry.

* energy above the lowest of the compared OMol25 structures with the same formula, charge and spin: 113.26 kJ/mol
* total charge: -1
* E_HOMO: -4.54 eV
* HOMO-LUMO gap: 6.9 eV
* spin multiplicity: 1
* lowest unoccupied orbital energy: 2.394 eV

Each line ends with the Mulliken charge.
CARTESIAN COORDINATES (ANGSTROEM)
1 C 0.9508 0.7410 -0.2117  0.15
2 C -0.5597 0.5187 -0.0871  1.84
3 O -1.1311 -0.1363 -1.1622  -0.85
4 H 1.1273 1.3045 -1.1314  -0.59
5 H 1.4398 -0.2316 -0.2999  -0.64
6 H 1.3518 1.2846 0.6497  0.47
7 H -1.0123 1.5011 0.1764  -0.05
8 H -0.7183 -0.1362 0.7983  -1.04
9 C -3.3050 -4.4256 0.5969  -1.43
10 C -2.2268 -3.6020 -0.0852  0.74
11 O -2.8436 -2.3472 -0.3650  -0.49
12 H -3.6313 -3.9867 1.5419  0.24
13 H -3.0747 -5.4807 0.7635  0.38
14 H -4.2059 -4.3888 -0.0244  0.31
15 H -1.8983 -4.0793 -1.0112  0.27
16 H -1.4216 -3.3727 0.6192  -0.36
17 H -2.1769 -1.6358 -0.3212  0.20
18 C -4.5560 0.5361 0.6410  -0.26
19 C -5.9514 0.4425 0.0726  -0.43
20 O -5.9033 -0.2740 -1.1665  -0.52
21 H -4.2485 -0.4313 1.0397  -0.05
22 H -4.5579 1.2566 1.4693  0.39
23 H -3.8021 0.8390 -0.0862  0.11
24 H -6.4355 1.4043 -0.1163  0.25
25 H -6.6044 -0.0911 0.7738  0.32
26 H -6.4400 -1.0665 -1.1267  0.27
27 C 1.1078 -3.4132 -2.0825  -1.19
28 C 1.8396 -2.1489 -2.4819  0.65
29 O 0.9787 -1.1869 -3.0540  -0.46
30 H 0.8021 -4.0380 -2.9261  0.39
31 H 0.2587 -3.1804 -1.4409  0.04
32 H 1.7748 -4.1048 -1.5558  0.38
33 H 2.6173 -2.3805 -3.2159  0.47
34 H 2.3616 -1.7418 -1.6048  -0.44
35 H 0.2922 -1.0238 -2.3752  0.16
36 C 1.9105 -3.0503 1.1295  -0.46
37 C 2.5831 -2.9630 2.4946  -0.69
38 O 1.9242 -2.0113 3.3196  -0.51
39 H 0.9002 -3.4559 1.1783  0.27
40 H 2.5443 -3.5930 0.4298  0.41
41 H 1.8158 -2.0416 0.7188  0.08
42 H 3.6417 -2.7356 2.3719  0.43
43 H 2.5624 -3.9520 2.9735  0.30
44 H 1.0254 -2.3556 3.3703  0.23
45 C 1.3281 1.6278 -4.8695  -1.31
46 C 2.4063 1.7168 -3.7945  0.62
47 O 3.4267 2.6025 -4.2994  -0.64
48 H 1.1435 2.6026 -5.3161  0.38
49 H 0.4356 1.1644 -4.4485  0.28
50 H 1.6675 0.9756 -5.6788  0.36
51 H 2.7952 0.7213 -3.5934  -0.02
52 H 1.9758 2.1796 -2.9058  -0.07
53 H 3.7023 3.2351 -3.6346  0.31
54 C -1.1963 3.9409 -2.5211  -0.72
55 C -2.3218 3.2590 -1.7629  -0.12
56 O -2.5515 1.9543 -2.2750  -0.58
57 H -0.3062 3.3071 -2.5414  -0.10
58 H -0.9320 4.9154 -2.0947  0.38
59 H -1.4350 4.1232 -3.5717  0.29
60 H -3.2743 3.7821 -1.8866  0.42
61 H -2.0883 3.2035 -0.6944  0.07
62 H -1.9040 1.3467 -1.8457  0.09
63 C 4.6199 0.3628 -0.9070  -0.38
64 C 5.8407 1.0327 -0.3032  -0.54
65 O 6.4334 0.1283 0.6453  -0.52
66 H 4.8576 -0.3686 -1.6779  0.35
67 H 3.9616 1.0775 -1.4116  0.07
68 H 4.0042 -0.0706 -0.1190  0.14
69 H 5.5867 2.0216 0.0811  0.36
70 H 6.5966 1.1722 -1.0844  0.25
71 H 6.6762 0.6452 1.4171  0.29
72 C -1.8968 -1.4897 3.0445  0.52
73 C -1.3869 -1.7231 4.4463  -0.89
74 O -1.1166 -3.1172 4.6844  -0.53
75 H -2.7190 -2.1713 2.8073  0.03
76 H -1.1418 -1.5212 2.2609  -0.47
77 H -2.4008 -0.5245 2.9248  0.26
78 H -2.0954 -1.3582 5.1927  0.41
79 H -0.4057 -1.2764 4.6082  0.41
80 H -1.9081 -3.5683 4.9862  0.30
81 C 0.9471 3.6719 2.8609  -1.07
82 C -0.0664 4.6837 3.3455  -0.10
83 O 0.2515 5.9963 2.9359  -0.51
84 H 1.9269 3.7365 3.3441  0.38
85 H 1.0801 3.6797 1.7736  0.26
86 H 0.7117 2.6221 3.0722  0.29
87 H -0.0347 4.6271 4.4380  0.24
88 H -1.0681 4.3645 3.0435  0.22
89 H 0.7690 5.9431 2.1278  0.31

Cartesian forces, eV/Å:
C -0.39 0.01 -0.20
C -0.08 -1.12 0.29
O 0.42 0.49 0.03
H 0.19 -0.01 0.06
H 0.13 0.14 -0.03
H 0.10 -0.02 0.00
H -0.14 -0.05 -0.12
H 0.19 0.50 0.36
C -0.61 -0.26 -0.12
C -0.89 1.06 0.69
O -0.01 -0.32 0.20
H 0.34 0.07 0.08
H 0.27 0.06 -0.03
H 0.13 -0.08 -0.15
H 0.31 -0.06 0.11
H 0.41 -0.64 -0.23
H 0.07 0.37 -0.86
C 0.07 0.30 0.57
C -0.14 -0.68 -0.40
O -0.16 0.20 -0.15
H 0.01 -0.05 -0.10
H 0.09 -0.03 -0.03
H -0.19 0.04 -0.20
H 0.29 0.17 0.01
H 0.03 0.06 0.07
H 0.04 -0.01 0.16
C 0.39 -0.82 -0.01
C 0.08 -0.03 -0.24
O 0.19 -0.35 0.29
H -0.39 0.52 -0.23
H -0.05 -0.06 -0.06
H 0.04 0.28 0.30
H -0.04 0.05 -0.07
H -0.04 0.05 0.02
H -0.50 0.63 -0.05
C 0.46 0.65 0.06
C -0.33 -0.70 -0.40
O 0.26 -0.20 -0.02
H 0.08 -0.28 0.00
H -0.21 -0.31 0.03
H 0.00 -0.01 0.07
H -0.09 0.55 0.19
H -0.04 0.03 0.06
H -0.13 0.21 0.24
C 0.32 -0.63 0.03
C -0.51 0.97 -0.73
O 0.42 -0.24 -0.20
H -0.23 0.11 0.26
H -0.11 0.19 -0.08
H 0.03 0.01 0.02
H 0.13 0.08 0.27
H 0.04 -0.32 0.20
H -0.10 -0.16 0.19
C 0.26 0.39 -0.20
C -0.21 -0.71 -0.55
O 0.18 0.58 0.38
H 0.00 -0.01 0.24
H 0.02 -0.08 0.12
H -0.28 -0.13 0.05
H 0.13 0.29 0.09
H -0.01 0.18 0.04
H -0.16 -0.83 -0.28
C -0.55 0.48 -0.17
C 0.27 -0.80 -0.95
O -0.21 0.61 0.28
H 0.18 -0.26 0.29
H 0.19 0.16 0.06
H 0.10 -0.22 -0.02
H 0.05 -0.15 0.49
H -0.12 0.27 -0.05
H 0.07 -0.14 0.08
C -0.92 0.44 -0.28
C 0.26 -0.60 -0.06
O 0.16 -0.07 0.06
H 0.30 -0.34 -0.02
H 0.08 -0.29 0.14
H 0.38 0.22 0.24
H 0.08 0.14 0.02
H -0.20 0.45 0.04
H -0.11 0.08 -0.15
C 0.64 -1.06 -0.29
C 0.40 -1.04 0.45
O -0.10 0.25 0.11
H 0.00 0.67 -0.13
H 0.01 0.25 0.03
H -0.66 0.21 0.07
H -0.20 0.42 0.00
H -0.04 0.30 -0.21
H -0.07 -0.04 -0.05

- Which formula does entry 1 have?
  C20H59N28O14P2S2

- What is the formula in the first record?
  C20H59N28O14P2S2